[1]
Entry from the Open Molecules 2025 dataset: 4 unconnected molecules or ions with the total composition C26H48BN5O4PS2 at a distorted geometry (ωB97M-V/def2-TZVPD).

## Properties
HOMO: -5.57 eV
Gap between HOMO and LUMO: 0.25588 hartree

ORCA input file:
```
! RIJCOSX wB97M-V def2-TZVPD def2/J DEFGRID3
* xyz -1 1
C 0.689 -1.633 3.067
C -0.853 -1.685 2.421
O -0.866 -1.852 0.962
B -1.451 -0.639 0.287
C -0.501 0.672 0.579
C 1.086 0.410 0.130
C 2.056 1.713 0.484
C 3.158 1.355 1.683
N 2.719 2.218 2.884
C -1.294 -0.974 -1.350
C -1.605 0.313 -2.314
C -0.343 0.767 -3.281
S 0.422 2.435 -2.748
C -0.909 3.752 -2.660
S -2.302 3.499 -3.643
N -0.881 5.013 -1.824
C -1.036 4.740 -0.344
C -2.498 4.050 0.059
C 0.300 5.905 -2.139
C 1.647 5.613 -1.250
P -3.309 -0.403 0.690
O -3.935 -1.654 1.493
O -4.342 -0.165 -0.692
O -3.401 0.946 1.842
H 0.994 -0.486 3.052
H 1.469 -2.231 2.429
H 0.619 -1.957 4.189
H -1.352 -2.670 2.877
H -1.388 -0.726 2.823
H -0.823 1.651 0.005
H -0.454 0.986 1.728
H 1.207 0.229 -1.025
H 1.568 -0.515 0.668
H 1.416 2.670 0.758
H 2.713 1.967 -0.475
H 3.177 0.215 1.965
H 4.212 1.725 1.322
H 1.733 1.878 3.091
H 2.563 3.205 2.537
H -2.074 -1.833 -1.622
H -0.227 -1.376 -1.629
H -2.465 -0.034 -3.065
H -2.040 1.257 -1.760
H 0.519 -0.042 -3.340
H -0.743 0.970 -4.385
H -0.219 3.977 0.072
H -0.969 5.765 0.262
H -2.697 3.093 -0.585
H -3.369 4.837 0.025
H -2.354 3.666 1.178
H 0.578 5.692 -3.280
H 0.040 7.067 -2.096
H 2.560 6.304 -1.588
H 1.957 4.463 -1.304
H 1.518 5.840 -0.087
H -4.473 0.833 -0.808
H -4.238 0.705 2.376
N -4.351 -6.610 3.274
C -3.664 -5.432 3.408
C -3.943 -4.649 2.311
C -4.834 -5.378 1.488
C -5.072 -6.585 2.108
H -4.331 -7.378 3.932
H -3.036 -5.253 4.271
H -3.549 -3.659 2.123
H -5.258 -5.058 0.545
H -5.689 -7.425 1.820
N 3.801 2.473 -3.426
C 4.349 3.025 -4.555
C 5.706 2.791 -4.527
C 5.985 2.068 -3.343
C 4.791 1.883 -2.684
H 2.820 2.497 -3.180
H 3.728 3.536 -5.278
H 6.417 3.107 -5.280
H 6.953 1.720 -3.008
H 4.561 1.385 -1.751
N 2.124 -6.406 1.901
C 1.790 -5.086 2.051
C 0.775 -4.800 1.165
C 0.483 -5.992 0.460
C 1.328 -6.968 0.937
H 2.844 -6.891 2.421
H 2.302 -4.463 2.773
H 0.296 -3.837 1.041
H -0.264 -6.124 -0.312
H 1.433 -8.012 0.672
*
```


[2]
Entry from the Open Molecules 2025 dataset: 3 unconnected molecules or ions with the total composition C5H15NO2 at a distorted geometry (ωB97M-V/def2-TZVPD).

## Properties
Energy relative to the best compared isomer or geometry (same formula, charge and spin): 1.159 eV
SMILES: C[C@@H]1CCCN1.O.O
HOMO: -8.66 eV
Gap between HOMO and LUMO: 0.33328 hartree

ORCA input file:
```
! RIJCOSX wB97M-V def2-TZVPD def2/J DEFGRID3
* xyz 0 1
N 2.467 -1.934 1.419
C 1.363 -2.925 1.208
C 0.127 -2.109 0.779
C 0.710 -0.828 0.197
C 2.042 -0.597 0.926
C 1.847 0.365 2.090
H 3.255 -2.243 0.869
H 1.699 -3.631 0.445
H 1.173 -3.431 2.152
H -0.609 -2.081 1.573
H -0.397 -2.734 0.055
H 0.044 0.036 0.282
H 0.786 -1.025 -0.875
H 2.728 -0.294 0.189
H 1.197 -0.155 2.787
H 1.497 1.324 1.699
H 2.782 0.587 2.600
H -6.146 1.854 -3.530
H -5.479 3.231 -3.474
O -5.990 2.607 -2.953
H -1.426 3.053 -2.169
H -1.121 4.356 -2.858
O -0.745 3.732 -2.227
*
```


[3]
Entry from the Open Molecules 2025 dataset: a molecular structure, C17H44NO20Y at a distorted geometry (ωB97M-V/def2-TZVPD).

## Properties
Energy relative to the best compared isomer or geometry (same formula, charge and spin): 2.080 eV
HOMO: -8.96 eV
Gap between HOMO and LUMO: 0.30442 hartree

ORCA input file:
```
! RIJCOSX wB97M-V def2-TZVPD def2/J DEFGRID3
* xyz 0 1
Y 5.096 -7.702 -3.768
O 1.355 -8.264 -5.233
C 2.570 -7.926 -4.985
O 2.849 -7.015 -4.206
O 3.549 -8.510 -5.412
H 0.768 -7.823 -4.615
O 6.355 -4.366 -1.383
C 6.062 -5.358 -2.185
O 6.831 -5.959 -2.980
O 4.958 -5.964 -2.154
H 5.521 -4.139 -0.965
O 3.964 -8.336 0.250
C 3.296 -8.755 -0.813
O 3.745 -8.584 -1.990
O 2.199 -9.345 -0.721
H 3.490 -8.775 0.959
C 7.563 -6.689 0.809
C 7.891 -7.960 1.430
C 8.963 -7.872 2.496
O 10.203 -7.517 1.909
C 11.266 -7.150 2.823
N 6.638 -8.524 1.947
H 6.741 -6.788 0.100
H 8.408 -6.351 0.210
H 7.266 -5.985 1.587
H 8.297 -8.648 0.688
H 9.067 -8.816 3.031
H 8.666 -7.018 3.104
H 11.370 -8.006 3.489
H 11.185 -6.178 3.311
H 12.196 -7.102 2.258
H 6.447 -8.038 2.811
H 5.871 -8.334 1.318
C 1.518 -9.522 3.154
C 0.376 -8.658 2.531
O 0.061 -9.003 1.182
O 2.787 -9.296 2.521
H 1.322 -10.594 3.176
H 1.680 -9.201 4.182
H 0.521 -7.582 2.625
H -0.508 -8.806 3.150
H 0.835 -9.169 0.638
H 3.255 -10.131 2.592
C 0.953 -12.224 -2.376
C -0.151 -11.247 -2.376
O 0.296 -9.977 -2.536
O 1.647 -12.246 -1.079
H 1.620 -12.062 -3.223
H 0.562 -13.221 -2.580
H -0.646 -11.259 -1.405
H -0.854 -11.372 -3.199
H 1.038 -9.832 -1.945
H 1.979 -11.347 -1.025
C 7.120 -10.104 -2.553
C 5.896 -10.873 -3.113
O 5.380 -10.121 -4.194
O 6.786 -8.671 -2.377
H 7.968 -10.277 -3.215
H 7.349 -10.530 -1.576
H 5.162 -10.890 -2.307
H 6.023 -11.915 -3.407
H 5.253 -10.739 -4.918
H 7.578 -8.235 -2.054
C 4.856 -12.351 1.846
C 5.883 -11.655 0.940
O 6.904 -11.173 1.728
O 4.171 -11.493 2.719
H 5.198 -13.238 2.380
H 4.030 -12.833 1.323
H 5.479 -10.782 0.428
H 6.205 -12.326 0.143
H 6.800 -10.219 1.741
H 4.602 -11.315 3.558
C 3.404 -5.050 0.938
C 2.092 -5.083 0.099
O 2.303 -4.756 -1.224
O 4.206 -3.918 0.615
H 3.925 -5.935 0.573
H 3.264 -5.224 2.005
H 1.273 -4.488 0.502
H 1.691 -6.079 0.285
H 3.137 -5.093 -1.561
H 4.134 -3.178 1.223
*
```


Repeat the first record exactly.
Entry from the Open Molecules 2025 dataset: 4 unconnected molecules or ions with the total composition C26H48BN5O4PS2 at a distorted geometry (ωB97M-V/def2-TZVPD).

## Properties
HOMO: -5.57 eV
Gap between HOMO and LUMO: 0.25588 hartree

ORCA input file:
```
! RIJCOSX wB97M-V def2-TZVPD def2/J DEFGRID3
* xyz -1 1
C 0.689 -1.633 3.067
C -0.853 -1.685 2.421
O -0.866 -1.852 0.962
B -1.451 -0.639 0.287
C -0.501 0.672 0.579
C 1.086 0.410 0.130
C 2.056 1.713 0.484
C 3.158 1.355 1.683
N 2.719 2.218 2.884
C -1.294 -0.974 -1.350
C -1.605 0.313 -2.314
C -0.343 0.767 -3.281
S 0.422 2.435 -2.748
C -0.909 3.752 -2.660
S -2.302 3.499 -3.643
N -0.881 5.013 -1.824
C -1.036 4.740 -0.344
C -2.498 4.050 0.059
C 0.300 5.905 -2.139
C 1.647 5.613 -1.250
P -3.309 -0.403 0.690
O -3.935 -1.654 1.493
O -4.342 -0.165 -0.692
O -3.401 0.946 1.842
H 0.994 -0.486 3.052
H 1.469 -2.231 2.429
H 0.619 -1.957 4.189
H -1.352 -2.670 2.877
H -1.388 -0.726 2.823
H -0.823 1.651 0.005
H -0.454 0.986 1.728
H 1.207 0.229 -1.025
H 1.568 -0.515 0.668
H 1.416 2.670 0.758
H 2.713 1.967 -0.475
H 3.177 0.215 1.965
H 4.212 1.725 1.322
H 1.733 1.878 3.091
H 2.563 3.205 2.537
H -2.074 -1.833 -1.622
H -0.227 -1.376 -1.629
H -2.465 -0.034 -3.065
H -2.040 1.257 -1.760
H 0.519 -0.042 -3.340
H -0.743 0.970 -4.385
H -0.219 3.977 0.072
H -0.969 5.765 0.262
H -2.697 3.093 -0.585
H -3.369 4.837 0.025
H -2.354 3.666 1.178
H 0.578 5.692 -3.280
H 0.040 7.067 -2.096
H 2.560 6.304 -1.588
H 1.957 4.463 -1.304
H 1.518 5.840 -0.087
H -4.473 0.833 -0.808
H -4.238 0.705 2.376
N -4.351 -6.610 3.274
C -3.664 -5.432 3.408
C -3.943 -4.649 2.311
C -4.834 -5.378 1.488
C -5.072 -6.585 2.108
H -4.331 -7.378 3.932
H -3.036 -5.253 4.271
H -3.549 -3.659 2.123
H -5.258 -5.058 0.545
H -5.689 -7.425 1.820
N 3.801 2.473 -3.426
C 4.349 3.025 -4.555
C 5.706 2.791 -4.527
C 5.985 2.068 -3.343
C 4.791 1.883 -2.684
H 2.820 2.497 -3.180
H 3.728 3.536 -5.278
H 6.417 3.107 -5.280
H 6.953 1.720 -3.008
H 4.561 1.385 -1.751
N 2.124 -6.406 1.901
C 1.790 -5.086 2.051
C 0.775 -4.800 1.165
C 0.483 -5.992 0.460
C 1.328 -6.968 0.937
H 2.844 -6.891 2.421
H 2.302 -4.463 2.773
H 0.296 -3.837 1.041
H -0.264 -6.124 -0.312
H 1.433 -8.012 0.672
*
```


> gap between HOMO and LUMO of number 2 (C5H15NO2)?

0.33328 hartree